The following is a DFT calculation (wB97M-V/def2-TZVPD) of a structure of composition C3H4MgO4Sc in a non-equilibrium geometry.

```
13
Properties=species:S:1:pos:R:3:forces:R:3
O -1.304 1.569 -0.839 -0.5 -1.5 1.8
C 0.021 1.386 -0.681 0.5 2.5 1.4
O 0.494 1.701 0.604 -0.4 -1.0 -1.2
C -0.224 1.057 1.696 0.2 0.0 -0.5
Sc -2.211 1.102 0.829 0.7 0.8 -1.0
H 0.642 1.955 -1.394 -0.1 -0.8 -0.1
H -0.013 1.668 2.586 -0.2 -0.2 -0.2
H 0.237 0.063 1.861 -0.3 0.2 0.0
H 0.285 -0.289 -0.838 0.4 -2.7 -0.2
O 0.866 -2.309 0.085 0.4 -0.5 0.3
C 0.424 -1.661 -0.900 -0.7 2.4 0.0
O 0.035 -2.266 -1.933 0.2 -0.5 -0.2
Mg 0.748 -3.976 -1.076 -0.2 1.2 0.0
```
Forces are in eV/Å.

Computed properties:
**E_LUMO (spin up / spin down)**: -0.3399 / -0.3521 Eh
**Energy relative to the best compared isomer or geometry (same formula, charge and spin)**: 0.0 kcal/mol
**HOMO (spin up / spin down)**: -14.4897 / -16.6557 eV
**Charge**: +2
**⟨S²⟩**: 0.761
**Spin multiplicity**: 2